No. 1
C31H35N3O2SiTa | the ωB97M-V functional and the def2-TZVPD basis

Its total energy is -50705.8640 eV. The value obtained for the LUMO energy is -4.40 eV. The energy relative to the best compared isomer or geometry (same formula, charge and spin) comes out at 19.6 kcal/mol. For the molar mass, the calculation gives 690.67 g/mol. As for the charge: +1.

Each line ends with the Mulliken charge.
Cartesian coordinates (Å):
Ta 0.05 -0.06 -0.03  -1.02
C -2.02 -1.74 2.84  -1.50
C -1.85 -0.27 3.10  1.65
C -1.77 0.19 4.41  -0.94
C -1.75 1.54 4.69  -0.99
C -1.87 2.46 3.66  -0.90
C -1.95 2.05 2.34  1.04
C -2.14 3.06 1.24  -1.04
C -1.87 0.68 2.08  -0.91
N -1.79 0.20 0.72  1.80
C -2.99 -0.10 0.07  -0.54
O -4.08 0.26 0.41  -0.57
C -2.72 -0.95 -1.13  0.37
C -3.67 -1.59 -1.91  -0.81
C -3.22 -2.42 -2.93  -0.64
C -1.85 -2.63 -3.11  -0.78
C -0.98 -1.96 -2.27  0.35
N -1.42 -1.11 -1.35  0.65
C 0.49 -2.22 -2.13  -0.26
O 1.09 -3.00 -2.83  -0.59
N 1.01 -1.51 -1.05  2.20
C 2.32 -1.96 -0.60  -1.09
C 2.35 -2.69 0.60  1.68
C 1.11 -3.04 1.36  -0.98
C 3.59 -3.11 1.08  -1.33
C 4.75 -2.83 0.39  -0.98
C 4.69 -2.13 -0.80  -1.03
C 3.48 -1.68 -1.32  1.44
C 3.45 -0.88 -2.59  -1.12
H -1.60 -2.33 3.65  0.48
H -1.55 -2.07 1.91  0.04
H -3.08 -2.00 2.76  0.37
H -1.74 -0.53 5.22  0.48
H -1.69 1.88 5.71  0.43
H -1.92 3.52 3.89  0.48
H -2.81 3.85 1.57  0.56
H -2.58 2.60 0.36  0.14
H -1.19 3.52 0.95  0.04
H -4.72 -1.43 -1.70  0.61
H -3.93 -2.94 -3.56  0.48
H -1.46 -3.32 -3.84  0.63
H 0.33 -3.46 0.71  0.21
H 0.67 -2.18 1.88  0.01
H 1.33 -3.77 2.13  0.57
H 3.63 -3.67 2.00  0.45
H 5.70 -3.16 0.77  0.43
H 5.60 -1.91 -1.35  0.46
H 4.46 -0.64 -2.91  0.46
H 2.92 0.06 -2.45  -0.09
H 2.96 -1.43 -3.39  0.32
C 1.59 2.92 1.64  -1.22
C 1.97 2.32 0.46  -0.65
C 1.89 0.88 0.61  0.45
C 1.51 0.66 2.01  -0.98
C 1.31 1.90 2.59  -0.59
H 1.52 3.98 1.82  0.50
H 2.24 2.82 -0.45  0.81
H 2.69 0.27 0.18  0.49
H 1.50 -0.28 2.54  0.69
H 1.02 2.06 3.61  0.60
C -2.09 1.54 -2.79  -1.36
Si -0.39 1.77 -1.99  0.61
C -0.37 3.61 -1.58  -1.40
C 0.87 1.47 -3.36  -1.41
H -2.17 2.38 -3.49  0.58
H -2.94 1.62 -2.12  0.36
H -2.17 0.63 -3.38  0.33
H -0.13 4.13 -2.51  0.52
H 0.35 3.93 -0.83  0.37
H -1.35 3.96 -1.27  0.42
H 0.53 2.01 -4.25  0.55
H 0.98 0.42 -3.63  0.30
H 1.86 1.86 -3.10  0.33

No. 2
C31H35N4ORh | the ωB97M-V functional and the def2-TZVPD basis

Its total energy is -43715.1692 eV. The value obtained for the LUMO energy (alpha / beta) is -5.78 / -5.78 eV. The energy relative to the best compared isomer or geometry (same formula, charge and spin) comes out at 5.6 kcal/mol. For the molar mass, the calculation gives 582.55 g/mol. As for the charge: +2.

Each line ends with the Mulliken charge.
Cartesian coordinates (Å):
Rh 2.28 0.22 -0.07  0.68
O 4.46 0.68 0.33  -0.59
C 5.27 -0.16 -0.49  -0.32
C 4.54 -1.45 -0.75  0.64
C 5.26 -2.58 -1.11  -0.83
C 4.59 -3.72 -1.50  -0.34
C 3.20 -3.70 -1.52  -0.78
C 2.55 -2.55 -1.12  0.33
N 3.20 -1.44 -0.73  -0.30
H 4.91 1.53 0.45  0.31
H 6.23 -0.37 -0.01  0.43
H 5.46 0.32 -1.45  0.31
H 6.34 -2.55 -1.08  0.41
H 5.13 -4.62 -1.78  0.44
H 2.62 -4.56 -1.82  0.50
H 1.47 -2.51 -1.09  -0.19
N -4.19 2.51 0.06  -0.06
C -3.62 1.14 0.28  -0.62
C -2.24 1.06 -0.36  -0.02
N -1.33 2.09 0.10  -0.02
C -1.90 3.41 -0.07  -0.71
C -3.28 3.58 0.58  -0.67
H -5.11 2.59 0.51  0.36
H -4.34 2.65 -0.94  0.39
H -4.32 0.42 -0.15  0.38
H -3.57 0.97 1.36  0.29
H -2.34 1.14 -1.45  0.29
H -1.83 0.09 -0.15  -0.48
H -0.99 1.92 1.04  0.30
H -1.97 3.63 -1.14  0.36
H -1.24 4.16 0.36  0.38
H -3.73 4.54 0.35  0.43
H -3.23 3.45 1.66  0.35
C 2.16 6.53 -1.86  -1.44
C 2.16 5.11 -1.43  1.09
C 2.40 4.75 -0.10  -0.76
C 2.41 3.41 0.25  -0.71
N 2.19 2.43 -0.63  0.11
C 1.93 2.76 -1.90  -0.52
C 1.92 4.07 -2.33  -0.72
H 2.39 7.20 -1.03  0.37
H 1.19 6.80 -2.28  0.33
H 2.91 6.68 -2.64  0.35
H 2.60 5.50 0.66  0.41
H 2.62 3.11 1.27  0.57
H 1.74 1.94 -2.58  0.54
H 1.73 4.28 -3.38  0.45
C 0.84 -0.69 0.40  -0.31
C -0.03 -1.51 0.78  -0.82
C -1.04 -2.39 1.00  1.31
C -1.11 -3.67 0.33  0.40
C -0.71 -3.81 -1.01  -0.54
C -0.75 -5.05 -1.63  -0.72
C -1.16 -6.17 -0.91  -0.50
C -1.55 -6.04 0.41  -0.82
C -1.54 -4.80 1.03  -0.12
C -2.09 -1.95 1.91  0.41
C -3.41 -2.40 1.76  -0.25
C -4.40 -1.92 2.60  -0.81
C -4.10 -1.00 3.60  -0.52
C -2.79 -0.56 3.76  -0.77
C -1.79 -1.02 2.92  -0.46
H -0.41 -2.93 -1.56  0.54
H -0.46 -5.14 -2.66  0.47
H -1.18 -7.14 -1.39  0.42
H -1.87 -6.92 0.97  0.43
H -1.84 -4.72 2.07  0.53
H -3.66 -3.12 0.99  0.54
H -5.42 -2.28 2.49  0.44
H -4.88 -0.65 4.27  0.47
H -2.55 0.14 4.56  0.45
H -0.77 -0.69 3.05  0.49

No. 3
C31H35O2Zr | the ωB97M-V functional and the def2-TZVPD basis

Its total energy is -38087.9247 eV. The value obtained for the LUMO energy is 2.31 eV. For the molar mass, the calculation gives 530.84 g/mol. As for the charge: -1.

Each line ends with the Mulliken charge.
Cartesian coordinates (Å):
C 3.96 -4.09 -1.13  -1.75
C 4.52 -2.71 -0.76  4.20
C 6.03 -2.63 -0.98  -2.16
C 3.81 -1.63 -1.55  -0.83
C 4.33 -0.31 -1.82  -0.53
C 3.20 0.53 -2.17  -0.98
C 2.02 -0.28 -2.14  -0.50
C 2.38 -1.60 -1.76  -0.60
Zr 3.41 -0.04 0.31  0.67
C -1.57 0.03 0.59  -1.48
C 3.63 2.09 0.94  -1.16
C 3.95 -1.00 2.55  -0.92
C 2.73 -1.73 2.37  -0.64
C 2.87 -2.57 1.24  -0.44
C 4.17 -2.36 0.68  -0.88
C 4.87 -1.39 1.50  -0.55
H 2.87 -4.16 -1.00  0.27
H 4.17 -4.31 -2.18  0.40
H 4.41 -4.87 -0.52  0.41
H 6.44 -1.64 -0.74  0.27
H 6.55 -3.37 -0.36  0.43
H 6.27 -2.84 -2.04  0.43
H 5.39 -0.03 -1.89  0.37
H 3.25 1.57 -2.48  0.40
H 1.02 0.02 -2.46  0.51
H 1.73 -2.47 -1.75  0.28
H -0.87 0.40 1.35  0.31
H -1.28 0.49 -0.36  0.35
H -1.46 -1.06 0.49  0.44
H 3.16 2.27 1.93  0.27
H 4.67 2.44 1.00  0.36
H 3.10 2.74 0.23  0.27
H 4.18 -0.32 3.38  0.39
H 1.88 -1.75 3.06  0.48
H 2.18 -3.36 0.93  0.29
H 5.94 -1.14 1.45  0.37
C -6.27 -2.71 -3.87  -0.77
O -5.61 -3.20 -2.66  -0.45
C -4.94 -2.28 -1.90  0.84
C -4.36 -2.77 -0.68  -0.70
C -3.81 -1.86 0.21  -0.44
C -3.74 -0.48 -0.07  0.06
C -2.95 0.38 0.93  1.25
C -3.03 1.92 1.08  0.13
C -2.24 2.47 2.11  -0.79
C -2.08 3.86 2.25  0.91
C -2.71 4.73 1.32  0.15
O -2.59 6.06 1.63  -0.54
C -1.80 6.15 2.87  -0.35
C -1.41 4.71 3.27  -0.72
C -3.47 4.20 0.28  -1.27
C -3.65 2.82 0.21  -0.29
C -4.13 -0.04 -1.34  -0.48
C -4.77 -0.91 -2.24  -0.83
H -6.69 -3.58 -4.38  0.23
H -7.07 -2.01 -3.59  0.33
H -5.54 -2.21 -4.54  0.30
H -4.33 -3.85 -0.52  0.38
H -3.33 -2.24 1.11  0.39
H -3.13 -0.05 1.94  0.32
H -1.63 1.82 2.77  0.37
H -0.91 6.78 2.70  0.27
H -2.40 6.63 3.65  0.26
H -1.84 4.44 4.25  0.26
H -0.32 4.58 3.26  0.27
H -3.89 4.86 -0.47  0.40
H -4.25 2.43 -0.60  0.30
H -3.89 0.97 -1.66  0.29
H -5.06 -0.55 -3.24  0.23

No. 4
C31H36BBiF4NO2S5Te | the ωB97M-V functional and the def2-TZVPD basis

Its total energy is -117177.3766 eV. The value obtained for the LUMO energy (alpha / beta) is -0.68 / -3.07 eV. The energy relative to the best compared isomer or geometry (same formula, charge and spin) comes out at 2.7 kcal/mol. As for the spin multiplicity: 2. For the molar mass, the calculation gives 1038.35 g/mol. Its expectation value of S² is 0.78.

Each line ends with the Mulliken charge.
Cartesian coordinates (Å):
Bi 0.35 -0.41 0.50  1.40
C 2.87 1.37 -2.02  -1.35
C 3.35 0.39 -0.97  -0.31
O 2.65 -0.87 -0.97  -0.03
C 2.70 -1.54 -2.23  -0.50
C 2.21 -2.96 -2.04  -0.89
H 3.29 2.35 -1.81  0.40
H 1.78 1.48 -1.99  0.17
H 3.17 1.07 -3.03  0.42
H 3.21 0.81 0.02  0.22
H 4.42 0.18 -1.10  0.48
H 3.73 -1.53 -2.59  0.38
H 2.08 -1.01 -2.95  0.37
H 2.82 -3.48 -1.29  0.21
H 2.29 -3.51 -2.98  0.45
H 1.17 -2.98 -1.72  0.06
F 1.38 2.22 1.30  -0.35
B 0.62 2.98 0.36  0.54
F 1.45 3.79 -0.39  -0.32
F 0.01 1.99 -0.55  -0.42
F -0.39 3.67 0.99  -0.37
C -3.73 2.06 -1.37  -0.95
S -3.21 1.95 0.35  0.21
C -3.57 0.32 0.72  0.49
C -2.79 -0.40 1.64  -0.48
S -1.43 0.23 2.45  -0.28
S -3.28 -2.02 1.89  0.30
C -4.65 -2.04 0.83  0.05
S -5.60 -3.33 0.59  -0.07
S -4.90 -0.51 0.03  -0.14
H -3.35 3.02 -1.71  0.41
H -4.82 2.05 -1.48  0.41
H -3.26 1.26 -1.92  0.24
C 6.15 -2.88 6.37  -1.59
C 5.08 -2.89 5.31  0.69
C 4.94 -1.84 4.42  -1.20
C 3.94 -1.83 3.44  1.02
C 3.85 -0.64 2.52  -1.10
C 3.07 -2.92 3.36  -0.36
Te 1.55 -2.96 1.87  0.58
N -0.62 -2.17 0.06  0.13
C -1.50 -1.86 -0.88  -0.32
O -1.69 -0.67 -1.27  -0.80
C -2.32 -2.97 -1.48  0.73
C -3.49 -2.66 -2.17  -0.24
C -4.27 -3.67 -2.71  -0.86
C -3.87 -5.00 -2.58  -0.40
C -2.70 -5.31 -1.91  -0.87
C -1.93 -4.30 -1.35  -0.10
C -0.07 -3.29 3.17  1.09
C -0.93 -4.32 2.81  -0.90
C -2.02 -4.64 3.61  -0.81
C -2.24 -3.93 4.77  -0.61
C -1.39 -2.89 5.12  -0.67
C -0.29 -2.54 4.34  0.80
C 0.59 -1.41 4.78  -1.30
C 3.21 -4.01 4.23  1.16
C 2.32 -5.23 4.19  -1.86
C 4.20 -3.97 5.20  -0.87
H 6.77 -1.99 6.29  0.36
H 6.79 -3.76 6.28  0.36
H 5.70 -2.90 7.37  0.33
H 5.61 -0.99 4.48  0.31
H 4.49 0.17 2.87  0.39
H 2.83 -0.25 2.47  0.01
H 4.15 -0.90 1.51  0.28
H -3.76 -1.62 -2.29  0.49
H -5.18 -3.43 -3.23  0.40
H -4.48 -5.79 -3.00  0.40
H -2.38 -6.34 -1.81  0.41
H -1.01 -4.52 -0.81  0.37
H -0.76 -4.87 1.89  0.29
H -2.68 -5.45 3.32  0.44
H -3.09 -4.17 5.41  0.38
H -1.58 -2.32 6.03  0.41
H 0.08 -0.80 5.52  0.46
H 0.87 -0.77 3.94  0.00
H 1.52 -1.77 5.22  0.28
H 1.99 -5.47 3.17  0.27
H 1.42 -5.09 4.79  0.26
H 2.86 -6.09 4.57  0.55
H 4.31 -4.81 5.88  0.46

No. 5
C31H36BCl2F2N6O2S2V | the ωB97M-V functional and the def2-TZVPD basis

Its total energy is -124287.6672 eV. The value obtained for the LUMO energy (alpha / beta) is 2.32 / 2.32 eV. The energy relative to the best compared isomer or geometry (same formula, charge and spin) comes out at 0.0 kcal/mol. As for the spin multiplicity: 2. For the molar mass, the calculation gives 759.46 g/mol. As for the charge: -1. Its expectation value of S² is 0.82.

Each line ends with the Mulliken charge.
Cartesian coordinates (Å):
V -0.28 0.16 -0.30  0.07
C -2.29 1.02 1.97  -1.67
C -2.05 0.04 0.85  1.28
N -1.08 -0.91 1.05  0.38
N -1.31 -2.26 0.88  -0.36
C -0.36 -2.84 0.26  0.55
S 0.94 -1.94 -0.50  -0.60
S -0.33 -4.59 0.11  -0.21
C -1.88 -5.01 0.95  -1.13
C -1.82 -4.98 2.45  0.72
C -2.59 -4.07 3.18  -0.10
C -2.55 -4.07 4.56  -0.70
C -1.75 -4.97 5.25  -0.38
C -0.97 -5.87 4.53  -0.60
C -1.01 -5.87 3.15  -0.34
C -3.16 -0.26 -0.10  0.40
C -4.50 -0.34 0.22  -0.72
C -5.46 -0.63 -0.75  -0.85
C -5.05 -0.84 -2.06  -0.55
C -3.70 -0.75 -2.41  -0.83
C -2.75 -0.45 -1.43  0.68
O -1.46 -0.31 -1.73  -0.15
H -1.37 1.16 2.54  0.22
H -3.06 0.64 2.66  0.46
H -2.63 1.99 1.60  0.19
H -2.11 -6.02 0.60  0.47
H -2.65 -4.32 0.58  0.39
H -3.19 -3.35 2.64  0.32
H -3.15 -3.35 5.11  0.36
H -1.71 -4.95 6.33  0.37
H -0.33 -6.57 5.06  0.37
H -0.39 -6.57 2.59  0.32
H -4.81 -0.18 1.25  0.34
H -6.50 -0.70 -0.49  0.39
H -5.78 -1.07 -2.83  0.40
H -3.38 -0.91 -3.43  0.40
F 2.28 -1.45 3.41  -0.30
B 1.93 -0.25 2.97  0.55
F 0.91 0.33 3.59  -0.22
Cl -1.99 2.96 -1.18  0.03
C -2.78 3.18 -2.75  -0.28
Cl -2.98 4.89 -3.17  -0.21
H -3.76 2.72 -2.70  0.40
H -2.17 2.72 -3.51  0.10
C 0.99 3.92 1.21  -2.05
C 1.33 2.44 1.22  0.00
O 0.43 1.66 0.68  0.65
C 2.48 1.96 1.75  1.13
C 3.49 2.81 2.33  -1.28
C 4.73 2.36 2.61  -0.60
C 5.10 0.99 2.26  -0.50
C 4.19 0.11 1.85  -1.23
C 2.72 0.46 1.80  1.59
H 0.03 4.06 0.73  0.21
H 1.74 4.50 0.66  0.38
H 0.93 4.32 2.22  0.48
H 3.25 3.85 2.53  0.36
H 5.47 3.02 3.04  0.39
H 6.15 0.70 2.31  0.41
H 4.47 -0.90 1.58  0.50
H 2.29 -0.01 0.90  -1.52
C 1.63 2.39 -1.86  -0.47
N 1.22 0.97 -2.06  1.75
C 2.47 0.19 -2.22  -0.90
N 3.29 0.67 -3.33  0.07
C 3.62 2.08 -3.10  -0.71
N 2.42 2.91 -2.98  0.09
C 1.64 2.77 -4.21  -0.69
N 1.27 1.38 -4.47  0.15
C 0.49 0.88 -3.35  -0.17
C 2.50 0.59 -4.56  -0.72
H 2.23 2.44 -0.96  -0.01
H 0.73 3.00 -1.73  -0.05
H 2.21 -0.85 -2.40  0.45
H 3.05 0.26 -1.29  -0.20
H 4.22 2.45 -3.93  0.33
H 4.20 2.16 -2.17  0.37
H 2.23 3.15 -5.05  0.35
H 0.73 3.36 -4.12  0.33
H 0.21 -0.16 -3.51  0.21
H -0.43 1.46 -3.26  -0.79
H 3.10 0.95 -5.39  0.33
H 2.24 -0.46 -4.74  0.36

No. 6
C31H36BaN7O2S2 | the ωB97M-V functional and the def2-TZVPD basis

Its total energy is -69622.5385 eV. The value obtained for the LUMO energy is 1.96 eV. The energy relative to the best compared isomer or geometry (same formula, charge and spin) comes out at 19.5 kcal/mol. For the molar mass, the calculation gives 740.14 g/mol. As for the charge: -1.

Each line ends with the Mulliken charge.
Cartesian coordinates (Å):
Ba 0.35 -1.41 -0.28  0.64
C -0.75 2.59 -0.75  -1.70
N -0.56 1.52 -1.72  1.09
C 0.69 1.72 -2.47  -0.95
C 1.93 1.54 -1.61  -0.98
N 2.49 0.18 -1.64  0.67
C 3.58 0.09 -0.68  -1.14
C 2.91 -0.28 -2.94  -0.58
C 3.33 0.63 -3.90  -0.05
C 3.76 0.21 -5.16  -0.99
C 3.77 -1.14 -5.45  -0.56
C 3.37 -2.05 -4.49  -0.68
C 2.93 -1.66 -3.22  0.91
S 2.42 -2.91 -2.09  -0.28
C -1.68 1.36 -2.61  -0.37
C -2.61 2.39 -2.78  -0.23
C -3.70 2.27 -3.63  -0.88
C -3.86 1.09 -4.34  -0.52
C -2.94 0.07 -4.19  -0.75
C -1.83 0.15 -3.33  0.69
S -0.75 -1.20 -3.21  -0.27
H -0.70 3.60 -1.20  0.41
H 0.02 2.54 0.01  0.29
H -1.72 2.48 -0.26  0.68
H 0.69 2.72 -2.91  0.04
H 0.70 0.99 -3.28  0.75
H 1.71 1.74 -0.56  0.57
H 2.70 2.29 -1.87  0.14
H 4.37 0.82 -0.90  0.32
H 4.01 -0.91 -0.71  0.52
H 3.21 0.28 0.33  0.27
H 3.32 1.69 -3.69  0.28
H 4.07 0.94 -5.90  0.37
H 4.09 -1.50 -6.42  0.34
H 3.37 -3.11 -4.71  0.38
H -2.48 3.32 -2.24  0.32
H -4.41 3.09 -3.72  0.36
H -4.70 0.97 -5.01  0.35
H -3.06 -0.85 -4.74  0.38
C 3.83 -2.64 3.33  -1.52
C 2.60 -2.43 2.49  0.34
N 2.61 -2.57 1.22  0.41
O 3.84 -2.96 0.70  -0.57
C 1.33 -2.11 3.17  0.13
C 1.25 -1.93 4.66  -1.62
N 0.28 -2.02 2.40  0.54
O -0.88 -1.76 2.90  -0.80
H 4.73 -2.46 2.75  0.43
H 3.87 -3.66 3.70  0.27
H 3.81 -1.98 4.20  0.36
H 3.63 -3.00 -0.27  0.16
H 1.58 -2.82 5.21  0.32
H 0.20 -1.74 4.90  0.38
H 1.85 -1.09 5.02  0.29
N 0.59 1.30 2.14  -0.32
C -0.04 2.12 2.65  -0.09
C -0.86 3.11 3.29  0.72
C -0.98 3.08 4.68  -0.60
C -1.76 4.03 5.31  -0.52
C -2.42 5.00 4.56  -0.36
C -2.30 5.02 3.18  -0.67
C -1.52 4.08 2.53  -0.09
H -0.47 2.32 5.25  0.52
H -1.87 4.02 6.39  0.37
H -3.04 5.74 5.06  0.38
H -2.81 5.77 2.60  0.39
H -1.41 4.08 1.46  0.39
C -4.19 -4.82 1.77  -0.89
N -3.66 -3.64 1.12  0.19
C -4.26 -2.40 1.04  -0.40
C -3.37 -1.60 0.40  -0.63
N -2.24 -2.31 0.09  0.18
C -2.45 -3.52 0.53  -0.63
H -5.23 -4.64 2.03  0.29
H -3.63 -5.03 2.68  0.32
H -4.14 -5.67 1.10  0.33
H -5.24 -2.22 1.45  0.39
H -3.48 -0.56 0.14  0.42
H -1.77 -4.35 0.46  0.40